1.
{
  "formula": "C5H9NO",
  "method": "ωB97M-V/def2-TZVPD",
  "gap_ev": 10.26,
  "de_lowest_ev": 2.783,
  "energy_ev": -8866.430,
  "symbols": ["C", "C", "O", "C", "N", "C", "C", "H", "H", "H", "H", "H", "H", "H", "H", "H"],
  "positions_angstrom": [[0.95, 1.10, -0.98], [-0.30, 0.44, -0.42], [-1.41, 1.08, -1.02], [-0.34, -1.11, -0.56], [-0.65, -1.29, 0.89], [0.49, -0.76, 1.62], [-0.49, 0.19, 1.08], [1.83, 0.90, -0.37], [0.82, 2.19, -1.07], [1.13, 0.71, -1.99], [-2.20, 0.63, -0.69], [0.58, -1.60, -0.89], [-1.18, -1.44, -1.18], [1.48, -0.81, 1.18], [0.46, -0.98, 2.69], [-1.18, 0.76, 1.70]]
}



2.
{
  "formula": "C6H10O",
  "method": "ωB97M-V/def2-TZVPD",
  "gap_ev": 9.90,
  "de_lowest_ev": 2.867,
  "energy_ev": -8428.373,
  "symbols": ["C", "C", "C", "C", "C", "C", "O", "H", "H", "H", "H", "H", "H", "H", "H", "H", "H"],
  "positions_angstrom": [[2.45, 0.26, -0.29], [1.26, 0.96, -0.22], [1.09, 2.40, -0.69], [0.10, 0.31, 0.26], [-0.55, -0.72, -0.35], [-1.92, -0.98, 0.15], [-2.06, -2.09, 1.14], [3.26, 0.66, -0.95], [2.48, -0.78, 0.14], [0.47, 2.45, -1.70], [2.14, 2.64, -0.77], [0.36, 2.87, -0.01], [-0.47, 0.73, 1.19], [0.02, -1.44, -1.21], [-2.63, -0.89, -0.65], [-2.19, -0.05, 0.74], [-1.57, -2.81, 0.85]]
}



3.
{
  "formula": "C23H41ClLiN10O5PS",
  "method": "ωB97M-V/def2-TZVPD",
  "total_charge": -2,
  "gap_ev": 5.91,
  "de_lowest_ev": 3.375,
  "energy_ev": -82503.821,
  "symbols": ["Li", "O", "N", "C", "C", "C", "C", "C", "S", "H", "H", "H", "H", "N", "N", "C", "N", "N", "N", "O", "O", "H", "H", "H", "H", "H", "Cl", "C", "C", "O", "O", "H", "H", "N", "P", "N", "C", "C", "C", "C", "C", "N", "C", "C", "C", "C", "C", "N", "C", "C", "C", "C", "C", "H", "H", "H", "H", "H", "H", "H", "H", "H", "H", "H", "H", "H", "H", "H", "H", "H", "H", "H", "H", "H", "H", "H", "H", "H", "H", "H", "H", "H", "H"],
  "positions_angstrom": [[1.49, 1.92, -0.70], [2.28, 0.44, 0.17], [3.24, -0.22, 0.74], [3.32, -1.55, 0.50], [4.26, -2.37, 1.06], [5.20, -1.80, 1.92], [5.13, -0.46, 2.18], [4.14, 0.39, 1.61], [4.04, 2.02, 2.00], [2.55, -1.91, -0.17], [4.26, -3.43, 0.82], [5.96, -2.41, 2.39], [5.83, 0.02, 2.85], [0.95, 4.29, -3.55], [-0.35, 4.25, -4.05], [-1.26, 3.35, -3.45], [-2.54, 3.63, -3.50], [-0.71, 2.23, -2.97], [-1.47, 1.30, -2.37], [-2.83, 1.32, -2.73], [-1.61, 1.71, -0.81], [1.05, 4.88, -2.73], [1.62, 4.55, -4.25], [-0.78, 5.15, -4.19], [-2.72, 4.54, -3.92], [-3.00, 2.26, -3.04], [2.23, 6.63, 0.20], [2.55, 4.88, 0.34], [3.18, 4.26, -0.94], [3.95, 4.96, -1.61], [2.83, 3.07, -1.13], [1.61, 4.39, 0.57], [3.24, 4.75, 1.17], [-0.46, 1.32, -0.06], [-0.63, -0.24, 0.26], [-0.21, -0.56, 1.84], [-0.28, -1.88, 2.43], [-0.90, -1.82, 3.82], [-0.08, -0.94, 4.77], [0.86, -0.02, 3.98], [0.17, 0.54, 2.74], [-2.27, -0.75, 0.31], [-2.97, -0.90, -0.96], [-4.12, -1.90, -0.76], [-4.75, -1.70, 0.63], [-4.56, -0.25, 1.08], [-3.07, 0.06, 1.24], [0.01, -1.44, -0.76], [0.62, -1.03, -2.04], [1.54, -2.13, -2.56], [0.74, -3.41, -2.88], [-0.58, -3.43, -2.11], [-0.41, -2.84, -0.71], [0.72, -2.35, 2.50], [-0.89, -2.51, 1.78], [-1.00, -2.84, 4.21], [-1.91, -1.42, 3.71], [0.51, -1.56, 5.45], [-0.75, -0.33, 5.39], [1.74, -0.58, 3.68], [1.21, 0.81, 4.60], [0.83, 1.23, 2.22], [-0.72, 1.11, 3.06], [-2.28, -1.24, -1.73], [-3.35, 0.06, -1.31], [-3.75, -2.93, -0.85], [-4.86, -1.75, -1.55], [-4.26, -2.35, 1.35], [-5.81, -1.96, 0.61], [-5.08, -0.07, 2.02], [-5.00, 0.42, 0.33], [-2.75, -0.18, 2.26], [-2.89, 1.13, 1.08], [1.18, -0.11, -1.88], [-0.13, -0.79, -2.79], [2.31, -2.34, -1.81], [2.05, -1.76, -3.45], [1.34, -4.29, -2.61], [0.54, -3.47, -3.95], [-0.96, -4.45, -2.02], [-1.33, -2.85, -2.65], [0.34, -3.44, -0.17], [-1.34, -2.92, -0.16]]
}



4.
{
  "formula": "C11H15N",
  "method": "ωB97M-V/def2-TZVPD",
  "spin_multiplicity": 2,
  "total_charge": -1,
  "gap_ev": [2.84, 6.51],
  "de_lowest_ev": 1.485,
  "energy_ev": -13138.079,
  "symbols": ["C", "C", "C", "C", "C", "C", "C", "C", "C", "N", "H", "H", "H", "H", "H", "H", "H", "H", "H", "C", "C", "H", "H", "H", "H", "H", "H"],
  "positions_angstrom": [[1.59, -2.88, -0.68], [0.72, -0.50, -1.10], [1.80, -1.43, -0.85], [1.29, 0.79, -1.31], [2.93, -0.68, -0.74], [-0.69, -0.73, -1.13], [-1.41, 0.38, -1.60], [-0.86, 1.54, -2.12], [0.53, 1.72, -2.06], [2.65, 0.70, -1.12], [-1.14, -1.60, -0.68], [-2.51, 0.33, -1.62], [-1.54, 2.07, -2.80], [2.41, -3.54, -0.37], [1.44, -3.42, -1.64], [3.95, -1.03, -0.61], [3.42, 1.30, -0.92], [1.13, 2.47, -2.56], [0.79, -3.00, 0.08], [-1.82, 1.21, 2.30], [-2.35, 0.66, 3.63], [-1.13, 0.57, 1.72], [-2.64, 1.56, 1.70], [-1.01, 1.92, 2.51], [-1.58, 0.03, 4.03], [-3.32, 0.15, 3.58], [-2.66, 1.40, 4.37]]
}



5.
{
  "formula": "C13H25AuCl2N3O3V",
  "method": "ωB97M-V/def2-TZVPD",
  "total_charge": 2,
  "gap_ev": [4.97, 4.97],
  "de_lowest_ev": 0.219,
  "energy_ev": -78905.040,
  "symbols": ["N", "C", "O", "Au", "V", "N", "N", "C", "C", "C", "C", "C", "C", "C", "C", "H", "H", "H", "H", "H", "H", "H", "H", "H", "H", "H", "H", "H", "H", "H", "H", "H", "H", "C", "H", "H", "H", "C", "H", "H", "H", "Cl", "C", "Cl", "C", "O", "O", "H"],
  "positions_angstrom": [[-2.07, -0.39, -0.27], [-3.24, -0.19, -0.09], [-4.41, 0.07, -0.04], [-0.66, -1.39, -2.98], [-0.18, 0.03, 0.21], [0.29, 1.27, -1.10], [0.86, -1.50, 0.09], [-0.32, 2.57, -1.33], [0.67, -2.91, 0.32], [-1.23, 2.50, -2.55], [0.73, 3.62, -1.64], [-1.13, 3.00, -0.12], [1.58, -3.73, -0.58], [1.03, -3.27, 1.76], [-0.77, -3.31, 0.06], [-0.69, 2.19, -3.45], [-1.63, 3.50, -2.73], [-2.06, 1.80, -2.39], [1.47, 3.69, -0.84], [0.22, 4.58, -1.70], [1.23, 3.45, -2.59], [-1.93, 2.28, 0.13], [-1.58, 3.96, -0.39], [-0.47, 3.15, 0.75], [1.42, -3.50, -1.63], [1.34, -4.79, -0.41], [2.63, -3.59, -0.32], [2.07, -3.03, 1.99], [0.90, -4.35, 1.86], [0.37, -2.77, 2.48], [-1.48, -2.76, 0.70], [-0.85, -4.39, 0.29], [-1.05, -3.15, -0.99], [2.26, -1.06, 0.19], [2.31, 0.04, 0.27], [2.75, -1.50, 1.07], [2.81, -1.40, -0.70], [1.25, 0.90, -2.13], [2.20, 1.44, -1.97], [1.44, -0.19, -2.14], [0.87, 1.16, -3.14], [0.10, 0.21, 5.18], [-0.92, 1.35, 4.30], [-0.29, 3.00, 4.15], [-1.27, 0.80, 2.88], [-2.46, 0.60, 2.66], [-0.26, 0.62, 2.05], [-1.87, 1.41, 4.84]]
}



6.
{
  "formula": "C29H46AuP2S",
  "method": "ωB97M-V/def2-TZVPD",
  "spin_multiplicity": 3,
  "total_charge": 1,
  "gap_ev": [6.26, 5.33],
  "de_lowest_ev": 0.000,
  "energy_ev": -63912.780,
  "symbols": ["Au", "C", "C", "C", "C", "C", "C", "H", "H", "H", "C", "H", "H", "H", "C", "H", "H", "H", "C", "H", "H", "H", "C", "H", "H", "H", "C", "C", "C", "C", "C", "C", "C", "C", "H", "H", "H", "H", "H", "H", "H", "H", "H", "H", "H", "H", "P", "C", "C", "P", "C", "C", "C", "H", "H", "H", "H", "H", "H", "H", "H", "H", "H", "H", "H", "H", "H", "S", "C", "C", "C", "C", "C", "C", "H", "H", "H", "H", "H"],
  "positions_angstrom": [[-0.71, -1.39, -5.48], [-0.81, -2.11, 0.90], [0.48, -2.42, 0.36], [0.73, -0.70, 1.86], [-0.65, -1.03, 1.81], [1.43, -1.56, 0.96], [-2.07, -2.82, 0.60], [-2.02, -3.33, -0.36], [-2.92, -2.12, 0.59], [-2.28, -3.58, 1.37], [-1.71, -0.39, 2.60], [-2.66, -0.92, 2.48], [-1.87, 0.66, 2.30], [-1.45, -0.39, 3.67], [1.33, 0.33, 2.73], [0.90, 0.29, 3.74], [1.17, 1.35, 2.34], [2.42, 0.18, 2.81], [2.89, -1.57, 0.75], [3.41, -2.12, 1.56], [3.30, -0.55, 0.74], [3.15, -2.06, -0.19], [0.76, -3.50, -0.62], [0.88, -4.47, -0.11], [1.69, -3.30, -1.17], [-0.06, -3.61, -1.34], [-1.75, 0.10, -6.53], [-1.04, -0.79, -7.44], [0.25, -0.34, -8.11], [1.47, -0.39, -7.15], [1.06, -0.40, -5.66], [0.98, 1.03, -5.19], [0.06, 1.96, -5.99], [-1.38, 1.55, -6.37], [0.13, 0.66, -8.56], [2.12, 0.48, -7.36], [0.48, -1.02, -8.94], [-1.60, 2.04, -7.34], [-2.83, -0.11, -6.40], [-1.66, -1.49, -8.00], [-2.12, 1.99, -5.66], [-0.06, 2.91, -5.44], [2.01, 1.44, -5.36], [0.60, 2.26, -6.91], [2.05, -1.31, -7.32], [1.76, -0.98, -5.04], [-1.31, 1.37, -1.33], [-2.84, 2.36, -1.24], [-1.97, -0.24, -1.97], [1.18, 1.61, -3.31], [-0.52, 2.09, -2.86], [1.62, 0.05, -2.51], [2.32, 2.90, -2.81], [-2.93, 2.86, -0.27], [-3.71, 1.70, -1.38], [-2.84, 3.14, -2.02], [-1.22, -1.04, -1.85], [-2.22, -0.18, -3.04], [-2.87, -0.51, -1.39], [2.47, 3.63, -3.61], [3.29, 2.45, -2.54], [1.92, 3.41, -1.92], [-0.53, 3.18, -2.72], [-1.19, 1.83, -3.70], [1.39, 0.07, -1.43], [2.69, -0.15, -2.64], [1.07, -0.78, -2.97], [0.06, 2.89, 0.29], [-0.98, 3.86, 1.27], [-1.17, 3.53, 2.64], [-2.06, 4.27, 3.41], [-2.77, 5.33, 2.84], [-2.55, 5.69, 1.51], [-1.65, 4.98, 0.73], [-0.60, 2.70, 3.05], [-2.20, 4.01, 4.46], [-3.49, 5.89, 3.45], [-3.08, 6.54, 1.07], [-1.44, 5.25, -0.30]]
}



7.
{
  "formula": "C22H31N3O9P4Ta",
  "method": "ωB97M-V/def2-TZVPD",
  "total_charge": 3,
  "gap_ev": 6.00,
  "energy_ev": -84903.400,
  "symbols": ["Ta", "C", "C", "O", "P", "O", "O", "O", "P", "O", "O", "O", "H", "H", "H", "H", "H", "H", "H", "O", "C", "O", "C", "P", "C", "C", "C", "C", "C", "C", "C", "C", "C", "C", "C", "C", "H", "H", "H", "H", "H", "H", "H", "H", "H", "H", "H", "H", "C", "N", "C", "N", "C", "N", "C", "P", "C", "C", "H", "H", "H", "H", "H", "H", "H", "H", "H", "H", "H", "H"],
  "positions_angstrom": [[-0.59, 0.92, -0.61], [2.64, 2.67, -3.77], [1.70, 1.95, -2.82], [0.80, 1.03, -3.45], [2.50, 0.76, -1.67], [3.30, -0.24, -2.53], [3.54, 1.44, -0.73], [1.34, 0.05, -0.95], [0.64, 3.02, -1.71], [0.88, 4.49, -2.04], [0.91, 2.51, -0.29], [-0.81, 2.44, -1.86], [3.19, 1.95, -4.36], [3.34, 3.30, -3.22], [2.07, 3.32, -4.44], [0.46, 1.39, -4.28], [4.26, -0.33, -2.43], [3.20, 1.97, 0.00], [0.34, 5.23, -1.71], [-3.96, 2.32, 0.84], [-3.07, 1.59, 1.02], [-2.38, 0.96, -0.08], [-2.39, 1.16, 2.29], [-0.57, 1.07, 2.01], [0.04, -0.45, 2.73], [1.18, -1.06, 2.21], [1.70, -2.19, 2.82], [1.07, -2.72, 3.94], [-0.07, -2.11, 4.47], [-0.59, -0.98, 3.86], [0.18, 2.51, 2.73], [1.41, 2.40, 3.38], [1.99, 3.54, 3.93], [1.34, 4.76, 3.83], [0.11, 4.87, 3.18], [-0.47, 3.74, 2.63], [-2.73, 0.14, 2.52], [-2.66, 1.82, 3.11], [1.69, -0.65, 1.34], [2.59, -2.67, 2.43], [1.47, -3.60, 4.42], [-0.54, -2.51, 5.35], [-1.46, -0.50, 4.30], [1.90, 1.44, 3.49], [2.93, 3.46, 4.45], [1.78, 5.64, 4.28], [-0.40, 5.82, 3.14], [-1.44, 3.83, 2.15], [-1.96, -4.38, -0.98], [-2.88, -3.49, -1.68], [-2.63, -3.57, -3.12], [-1.24, -3.25, -3.46], [-0.34, -4.15, -2.73], [-0.55, -4.08, -1.28], [-0.11, -2.83, -0.70], [-1.14, -1.46, -1.45], [-2.85, -2.14, -1.18], [-0.91, -1.86, -3.27], [-2.16, -5.40, -1.29], [-2.12, -4.31, 0.10], [-3.30, -2.89, -3.65], [-2.84, -4.59, -3.45], [0.70, -3.91, -2.96], [-0.54, -5.17, -3.05], [0.94, -2.65, -0.92], [-0.25, -2.84, 0.38], [-3.58, -1.51, -1.69], [-3.08, -2.12, -0.11], [0.12, -1.66, -3.56], [-1.58, -1.23, -3.86]]
}



8.
{
  "formula": "C16H48O16",
  "method": "ωB97M-V/def2-TZVPD",
  "gap_ev": 9.13,
  "de_lowest_ev": 3.750,
  "energy_ev": -50123.515,
  "symbols": ["O", "C", "C", "O", "H", "H", "H", "H", "H", "H", "O", "C", "C", "O", "H", "H", "H", "H", "H", "H", "O", "C", "C", "O", "H", "H", "H", "H", "H", "H", "O", "C", "C", "O", "H", "H", "H", "H", "H", "H", "O", "C", "C", "O", "H", "H", "H", "H", "H", "H", "O", "C", "C", "O", "H", "H", "H", "H", "H", "H", "O", "C", "C", "O", "H", "H", "H", "H", "H", "H", "O", "C", "C", "O", "H", "H", "H", "H", "H", "H"],
  "positions_angstrom": [[0.63, -0.74, 0.15], [0.03, 0.59, 0.01], [-0.51, 1.23, 1.39], [-1.71, 0.53, 1.84], [0.02, -1.28, 0.67], [0.77, 1.26, -0.44], [-0.66, 0.48, -0.83], [-0.57, 2.32, 1.39], [0.25, 0.94, 2.13], [-2.07, 1.00, 2.60], [2.09, -3.68, 1.84], [2.57, -4.93, 1.27], [3.60, -5.66, 2.18], [3.70, -7.01, 1.71], [1.25, -3.46, 1.45], [1.65, -5.50, 1.20], [3.02, -4.61, 0.33], [3.20, -5.53, 3.19], [4.53, -5.13, 1.96], [3.89, -7.60, 2.44], [3.92, -1.66, -3.44], [2.65, -1.87, -2.90], [2.68, -2.87, -1.73], [2.73, -4.19, -2.09], [4.20, -0.76, -3.23], [2.11, -0.93, -2.79], [2.15, -2.39, -3.71], [1.76, -2.66, -1.18], [3.56, -2.59, -1.16], [3.67, -4.39, -2.03], [0.12, 3.53, -1.70], [-0.56, 3.84, -2.92], [0.40, 4.54, -3.92], [1.62, 3.85, -4.14], [0.93, 3.14, -2.02], [-0.93, 2.84, -3.12], [-1.50, 4.38, -2.84], [0.79, 5.43, -3.43], [-0.06, 4.99, -4.80], [1.64, 3.55, -5.05], [-2.97, 5.22, 3.34], [-2.33, 3.93, 3.55], [-3.34, 2.85, 4.03], [-2.73, 1.53, 4.41], [-2.89, 5.73, 4.15], [-1.79, 3.69, 2.64], [-1.58, 4.04, 4.33], [-4.12, 2.72, 3.29], [-3.93, 3.13, 4.90], [-3.46, 0.95, 4.64], [-1.15, -2.49, 1.59], [-2.03, -3.43, 0.96], [-3.20, -3.82, 1.80], [-3.99, -2.71, 2.11], [-1.69, -1.72, 1.79], [-2.27, -2.91, 0.03], [-1.50, -4.33, 0.64], [-2.72, -4.28, 2.66], [-3.82, -4.70, 1.59], [-3.97, -2.49, 3.05], [-4.72, 1.06, -2.42], [-4.14, 1.89, -1.46], [-5.23, 2.57, -0.70], [-6.04, 1.66, 0.04], [-5.22, 0.38, -1.96], [-3.49, 1.22, -0.90], [-3.51, 2.66, -1.90], [-6.00, 3.06, -1.29], [-4.71, 3.19, 0.03], [-5.55, 1.35, 0.80], [4.17, 1.15, -2.94], [3.91, 1.30, -1.51], [5.24, 1.20, -0.73], [5.74, -0.13, -0.75], [4.69, 1.85, -3.34], [3.48, 2.29, -1.36], [3.11, 0.63, -1.21], [5.18, 1.56, 0.29], [5.95, 1.81, -1.28], [5.06, -0.63, -1.21]]
}



Please write out number 5 again, unchanged.
{
  "formula": "C13H25AuCl2N3O3V",
  "method": "ωB97M-V/def2-TZVPD",
  "total_charge": 2,
  "gap_ev": [4.97, 4.97],
  "de_lowest_ev": 0.219,
  "energy_ev": -78905.040,
  "symbols": ["N", "C", "O", "Au", "V", "N", "N", "C", "C", "C", "C", "C", "C", "C", "C", "H", "H", "H", "H", "H", "H", "H", "H", "H", "H", "H", "H", "H", "H", "H", "H", "H", "H", "C", "H", "H", "H", "C", "H", "H", "H", "Cl", "C", "Cl", "C", "O", "O", "H"],
  "positions_angstrom": [[-2.07, -0.39, -0.27], [-3.24, -0.19, -0.09], [-4.41, 0.07, -0.04], [-0.66, -1.39, -2.98], [-0.18, 0.03, 0.21], [0.29, 1.27, -1.10], [0.86, -1.50, 0.09], [-0.32, 2.57, -1.33], [0.67, -2.91, 0.32], [-1.23, 2.50, -2.55], [0.73, 3.62, -1.64], [-1.13, 3.00, -0.12], [1.58, -3.73, -0.58], [1.03, -3.27, 1.76], [-0.77, -3.31, 0.06], [-0.69, 2.19, -3.45], [-1.63, 3.50, -2.73], [-2.06, 1.80, -2.39], [1.47, 3.69, -0.84], [0.22, 4.58, -1.70], [1.23, 3.45, -2.59], [-1.93, 2.28, 0.13], [-1.58, 3.96, -0.39], [-0.47, 3.15, 0.75], [1.42, -3.50, -1.63], [1.34, -4.79, -0.41], [2.63, -3.59, -0.32], [2.07, -3.03, 1.99], [0.90, -4.35, 1.86], [0.37, -2.77, 2.48], [-1.48, -2.76, 0.70], [-0.85, -4.39, 0.29], [-1.05, -3.15, -0.99], [2.26, -1.06, 0.19], [2.31, 0.04, 0.27], [2.75, -1.50, 1.07], [2.81, -1.40, -0.70], [1.25, 0.90, -2.13], [2.20, 1.44, -1.97], [1.44, -0.19, -2.14], [0.87, 1.16, -3.14], [0.10, 0.21, 5.18], [-0.92, 1.35, 4.30], [-0.29, 3.00, 4.15], [-1.27, 0.80, 2.88], [-2.46, 0.60, 2.66], [-0.26, 0.62, 2.05], [-1.87, 1.41, 4.84]]
}